The following is a DFT calculation (the ωB97M-V functional and the def2-TZVPD basis) of one molecule with the formula C22H22N2O5S.

Its SMILES is CCc1cc2ccccc2nc1SCC(=O)Nc1cc(OC)c(OC)cc1C(=O)O. Its HOMO energy is -7.786 eV. Its energy above the lowest of the compared OMol25 structures with the same formula, charge and spin is 0.000 eV. The calculation puts the gap between HOMO and LUMO at 8.0471 eV. For the electronic energy, the calculation gives -47225.1260 eV. The molar mass is 426.49 u.

The geometry in XYZ format:
```
52
Properties=species:S:1:pos:R:3:forces:R:3:nbo_charge:R:1
C 4.1324 2.8581 0.2783 0.1 -0.3 0.0 -0.605
H 3.3591 3.3500 -0.3082 -0.1 0.1 0.0 0.200
H 4.0729 3.2169 1.3036 0.0 0.1 0.1 0.208
H 5.1008 3.1432 -0.1258 0.0 0.1 0.0 0.219
C 3.9806 1.3440 0.2258 0.0 0.2 -0.1 -0.443
C 2.6740 0.8196 0.7380 -0.2 0.2 0.0 -0.063
C 1.6309 1.5872 1.1797 0.2 -0.2 -0.1 -0.143
C 0.4237 0.9911 1.6122 0.0 -0.4 0.0 -0.118
C -0.6970 1.7268 2.0360 -0.2 0.0 0.1 -0.172
C -1.8318 1.0814 2.4470 0.1 0.3 0.0 -0.227
C -1.8929 -0.3203 2.4579 0.1 -0.3 0.0 -0.205
C -0.8228 -1.0677 2.0479 -0.2 0.1 0.2 -0.220
C 0.3482 -0.4247 1.6074 -0.1 0.7 0.1 0.232
N 1.3735 -1.1695 1.1521 0.5 0.0 0.3 -0.496
C 2.4524 -0.5846 0.7207 -0.4 -0.4 0.2 0.109
S 3.6392 -1.6433 -0.0329 0.4 -0.2 -0.2 0.263
C 2.6332 -3.1505 -0.2121 0.2 0.3 0.4 -0.617
C 1.1676 -2.8784 -0.5281 0.2 -0.4 -0.4 0.728
O 0.2951 -3.5785 -0.0697 -0.2 -0.2 0.1 -0.617
N 0.9766 -1.8863 -1.4582 0.3 0.0 -0.5 -0.677
C -0.1337 -1.0512 -1.4727 -0.2 0.3 -0.1 0.302
C -1.3805 -1.5220 -1.0800 -0.2 -0.1 0.0 -0.381
C -2.4803 -0.6887 -0.9429 0.1 0.2 -0.1 0.363
C -2.3364 0.6891 -1.2282 0.2 0.0 0.0 0.215
C -1.1073 1.1435 -1.6665 -0.2 -0.3 0.1 -0.167
C 0.0058 0.3107 -1.8010 -0.4 -0.2 0.1 -0.286
C 1.2844 0.8778 -2.2167 0.5 -0.2 -0.1 0.803
O 2.3018 0.2456 -2.4442 -0.1 0.1 -0.1 -0.644
O 1.2839 2.2143 -2.3342 -0.2 0.5 0.0 -0.683
H 2.1629 2.5049 -2.6251 -0.1 -0.3 0.0 0.500
H -1.0145 2.1915 -1.8985 0.0 0.1 0.0 0.243
O -3.3017 1.6483 -1.1453 0.1 -0.1 -0.3 -0.500
C -4.4763 1.4278 -0.3952 -0.4 0.1 0.2 -0.239
H -4.2472 1.0687 0.6102 0.0 0.0 0.0 0.176
H -5.1472 0.7215 -0.8882 0.1 0.1 0.1 0.185
H -4.9588 2.4033 -0.3324 0.0 -0.1 0.0 0.187
O -3.6974 -1.1449 -0.5456 0.2 0.4 -0.2 -0.516
C -3.8348 -2.5054 -0.1993 0.0 -0.2 0.0 -0.253
H -4.8660 -2.6140 0.1343 0.1 0.0 0.0 0.200
H -3.6614 -3.1569 -1.0602 0.0 0.0 0.0 0.185
H -3.1553 -2.7832 0.6103 0.0 0.0 0.0 0.186
H -1.4581 -2.5680 -0.8430 0.0 0.0 0.0 0.267
H 1.8147 -1.4219 -1.8151 -0.2 -0.1 0.2 0.444
H 3.0988 -3.7122 -1.0234 0.0 0.0 0.0 0.250
H 2.6829 -3.7299 0.7094 -0.2 0.0 -0.2 0.253
H -0.8405 -2.1460 2.0368 0.0 -0.1 0.0 0.237
H -2.7977 -0.8059 2.7947 -0.1 -0.1 0.0 0.213
H -2.6894 1.6518 2.7738 -0.1 0.1 0.0 0.214
H -0.6460 2.8062 2.0305 0.0 0.1 0.0 0.211
H 1.7012 2.6645 1.1926 0.1 0.1 0.0 0.218
H 4.7857 0.8742 0.7993 0.0 0.0 0.0 0.220
H 4.0929 0.9923 -0.8057 0.0 0.0 0.0 0.241
```
Positions in Å, forces in eV/Å.

=====

The following is a DFT calculation (the ωB97M-V functional and the def2-TZVPD basis) of one molecule with the formula C22H22N4O2.

Its SMILES is COc1cc(-c2nc3cnccn3c2Nc2ccc(C(C)C)cc2)ccc1O. Its HOMO energy is -7.498 eV. Its energy above the lowest of the compared OMol25 structures with the same formula, charge and spin is 1.328 eV. The calculation puts the gap between HOMO and LUMO at 7.9031 eV. For the electronic energy, the calculation gives -33226.5724 eV. The molar mass is 374.44 u.

The geometry in XYZ format:
```
50
Properties=species:S:1:pos:R:3:forces:R:3:nbo_charge:R:1
C 2.0686 -1.1536 4.6178 0.0 0.1 0.3 -0.248
H 2.2096 -1.8192 5.4682 0.0 0.1 0.0 0.199
O 2.0211 -1.9864 3.4857 0.0 -0.1 -0.7 -0.523
C 1.8870 -1.3867 2.2529 0.0 -0.2 0.0 0.208
C 1.7455 -0.0333 2.0299 -0.1 -0.1 0.0 -0.284
C 1.6043 0.4559 0.7294 0.2 -0.4 -0.1 -0.011
C 1.6544 -0.4261 -0.3431 0.1 0.2 0.2 -0.197
C 1.7930 -1.7838 -0.1242 0.0 -0.2 0.2 -0.288
C 1.8921 -2.2784 1.1648 0.0 0.2 0.1 0.339
O 2.0039 -3.6155 1.3753 0.0 0.0 0.1 -0.676
H 2.0822 -3.7584 2.3288 0.0 0.0 0.0 0.494
H 1.8229 -2.4794 -0.9471 0.0 -0.1 -0.1 0.226
H 1.6035 -0.0594 -1.3555 0.0 0.0 -0.1 0.214
C 1.4045 1.8859 0.5466 -0.2 0.6 -0.6 0.088
N 1.9573 2.7866 1.3893 0.2 0.2 0.4 -0.442
C 1.6130 3.9794 0.9498 -0.3 -0.5 -0.4 0.253
C 1.9247 5.2710 1.3937 0.0 0.4 -0.1 0.059
N 1.4816 6.3451 0.7989 0.4 0.1 0.5 -0.418
C 0.6857 6.1972 -0.2815 -0.3 -0.3 -0.4 -0.042
C 0.3196 4.9906 -0.7948 -0.2 0.6 -0.2 -0.052
N 0.7891 3.8700 -0.1834 0.5 0.0 0.7 -0.295
C 0.6568 2.5421 -0.4411 0.2 -0.5 0.3 0.254
N -0.1530 2.0909 -1.4661 0.1 0.6 -0.4 -0.632
C -0.8258 0.8743 -1.4297 -0.5 -0.3 0.1 0.241
C -1.2835 0.3423 -0.2274 -0.1 0.2 -0.1 -0.267
C -1.9169 -0.8830 -0.2104 0.0 0.0 -0.1 -0.182
C -2.1262 -1.6079 -1.3766 -0.1 -0.1 0.2 -0.028
C -1.7110 -1.0455 -2.5774 0.0 -0.1 0.1 -0.205
C -1.0744 0.1787 -2.6098 0.1 0.2 0.1 -0.268
H -0.7485 0.5942 -3.5542 0.1 0.0 -0.1 0.203
H -1.8698 -1.5733 -3.5057 0.0 -0.1 -0.1 0.211
C -2.7471 -2.9811 -1.3210 0.0 -0.1 -0.2 -0.234
C -3.9453 -3.1090 -2.2628 0.1 0.0 0.3 -0.596
H -3.6366 -3.0259 -3.3016 0.0 0.0 -0.2 0.198
H -4.4256 -4.0758 -2.1283 -0.1 -0.1 0.0 0.208
H -4.6746 -2.3285 -2.0568 -0.1 0.0 0.0 0.212
C -1.6861 -4.0379 -1.6410 -0.2 0.0 0.2 -0.595
H -1.3104 -3.9069 -2.6531 0.1 0.0 -0.1 0.199
H -2.1077 -5.0371 -1.5557 0.0 -0.1 0.0 0.206
H -0.8495 -3.9526 -0.9509 0.1 0.0 0.0 0.217
H -3.0998 -3.1518 -0.2978 0.0 0.1 0.0 0.200
H -2.2509 -1.2868 0.7345 0.0 -0.1 0.1 0.211
H -1.1336 0.8882 0.6910 0.0 0.0 0.1 0.222
H 0.0186 2.4748 -2.3856 0.1 -0.2 0.1 0.391
H -0.3310 4.8685 -1.6468 0.0 0.0 0.0 0.219
H 0.3386 7.1160 -0.7293 -0.1 0.0 -0.1 0.206
H 2.5557 5.4011 2.2603 0.1 -0.1 0.1 0.208
H 1.7341 0.6787 2.8384 0.0 0.0 0.1 0.238
H 2.9052 -0.4511 4.5605 0.0 0.0 0.0 0.183
H 1.1348 -0.5970 4.7425 0.0 0.0 0.0 0.178
```
Positions in Å, forces in eV/Å.

=====

The following is a DFT calculation (the ωB97M-V functional and the def2-TZVPD basis) of one molecule with the formula C22H22N4O6.

Its SMILES is COC(=O)Cn1c(O)c(/N=N\C(=O)CNC(=O)COc2cccc(C)c2)c2ccccc21. Its HOMO energy is -8.257 eV. Its energy above the lowest of the compared OMol25 structures with the same formula, charge and spin is 0.244 eV. The calculation puts the gap between HOMO and LUMO at 8.2305 eV. For the electronic energy, the calculation gives -41415.7189 eV. The molar mass is 438.44 u.

The geometry in XYZ format:
```
54
Properties=species:S:1:pos:R:3:forces:R:3:nbo_charge:R:1
C 2.2972 -0.6752 2.3297 0.5 0.1 0.1 -0.279
H 2.5869 -0.0014 1.5239 0.0 -0.1 0.1 0.238
H 2.5878 -0.2736 3.3009 0.0 0.0 -0.1 0.206
H 2.7498 -1.6596 2.1958 0.0 0.0 0.0 0.184
O 0.8786 -0.7854 2.2495 -0.2 0.0 -0.3 -0.512
C 0.1907 -0.9871 3.3633 -0.3 0.0 0.2 0.788
O 0.6517 -1.1709 4.4549 0.0 -0.1 0.1 -0.579
C -1.3139 -0.9361 3.0534 0.3 -0.1 0.2 -0.319
N -1.5660 0.0518 2.0427 -0.4 -0.4 -0.2 -0.358
C -1.7032 -0.1998 0.7310 -0.1 0.1 -0.7 0.611
C -1.6149 0.9822 -0.0196 0.2 -0.1 0.8 -0.130
N -1.6305 0.8378 -1.3586 -0.2 -0.3 -0.4 -0.093
N -1.4475 1.7463 -2.1826 -0.9 -1.3 -0.6 -0.249
C -0.9305 2.9789 -2.2026 1.3 1.0 0.2 0.604
O -1.4971 3.9860 -2.5698 -0.2 0.0 0.2 -0.576
C 0.6049 2.9898 -1.9601 -0.2 0.3 0.1 -0.328
N 1.2821 1.7996 -2.3943 -0.2 0.2 -0.4 -0.602
C 2.0024 1.0025 -1.5907 0.1 -0.4 -0.2 0.654
O 2.1680 1.1766 -0.3991 0.1 0.0 0.2 -0.638
C 2.6538 -0.1485 -2.3698 0.2 0.0 0.3 -0.160
O 1.7469 -0.7730 -3.2480 -0.1 -0.1 -0.2 -0.515
C 0.9042 -1.7353 -2.7568 -0.2 -0.2 -0.1 0.394
C 0.0568 -2.3204 -3.6964 0.1 0.1 0.0 -0.282
C -0.7936 -3.3372 -3.3150 0.1 0.1 -0.1 -0.184
C -0.7968 -3.7954 -2.0077 0.0 0.0 0.2 -0.260
C 0.0379 -3.2161 -1.0627 -0.1 -0.1 -0.1 0.019
C 0.8684 -2.1652 -1.4375 0.2 0.2 -0.1 -0.354
H 1.4784 -1.6972 -0.6806 0.1 0.1 0.1 0.223
C 0.0768 -3.7353 0.3426 0.1 -0.1 0.0 -0.629
H -0.9048 -4.0840 0.6535 -0.1 0.0 0.1 0.218
H 0.7678 -4.5769 0.4047 0.0 -0.1 0.1 0.222
H 0.4164 -2.9650 1.0288 0.0 0.0 0.1 0.217
H -1.4471 -4.6081 -1.7206 -0.1 -0.1 0.0 0.211
H -1.4495 -3.7861 -4.0455 -0.1 0.0 -0.1 0.217
H 0.0906 -1.9674 -4.7143 0.0 0.1 -0.1 0.223
H 3.4356 0.2773 -3.0087 -0.1 -0.1 0.1 0.214
H 3.1206 -0.8564 -1.6781 -0.1 0.1 0.0 0.201
H 1.1564 1.5138 -3.3552 0.0 -0.1 0.1 0.413
H 0.7804 3.0908 -0.8833 0.0 0.0 -0.1 0.255
H 1.0029 3.8704 -2.4752 -0.1 -0.1 0.1 0.224
C -1.4334 2.0513 0.9453 0.0 -0.1 0.1 -0.015
C -1.3534 3.4377 0.8805 0.0 -0.1 0.0 -0.218
C -1.1697 4.1458 2.0544 0.0 0.1 0.0 -0.214
C -1.0698 3.5047 3.2836 0.0 0.0 0.0 -0.209
C -1.1824 2.1285 3.3792 0.0 -0.2 0.0 -0.238
C -1.3770 1.4219 2.2079 0.0 0.6 -0.3 0.132
H -1.1185 1.6308 4.3344 0.0 -0.1 0.1 0.222
H -0.9133 4.0879 4.1780 0.0 0.0 0.1 0.217
H -1.1022 5.2222 2.0131 0.0 0.1 0.0 0.218
H -1.4522 3.9653 -0.0539 0.0 0.1 -0.1 0.232
O -1.9013 -1.4305 0.2802 0.0 0.3 0.6 -0.644
H -1.9342 -1.3949 -0.6901 0.1 0.1 -0.1 0.532
H -1.8593 -0.7073 3.9717 0.1 -0.1 -0.1 0.239
H -1.6320 -1.9106 2.6738 0.0 0.1 0.1 0.257
```
Positions in Å, forces in eV/Å.

=====

The following is a DFT calculation (the ωB97M-V functional and the def2-TZVPD basis) of a 2-piece molecular cluster, C22H22O3 overall.

Its HOMO energy is -5.794 eV. Its energy above the lowest of the compared OMol25 structures with the same formula, charge and spin is 0.217 eV. The calculation puts the gap between HOMO and LUMO at 4.2342 eV. For the electronic energy, the calculation gives -29309.5998 eV. The molar mass is 334.41 u.

The geometry in XYZ format:
```
47
Properties=species:S:1:pos:R:3:forces:R:3:nbo_charge:R:1
C -6.4491 -0.2791 -2.7051 -0.7 -0.1 -0.1 -0.614
C -4.9730 -0.3067 -2.5369 1.0 0.1 0.1 -0.117
C -4.2841 -1.5367 -2.4514 -0.4 0.7 -0.3 -0.204
C -2.9350 -1.5788 -2.1670 1.1 0.9 0.6 -0.327
C -2.1851 -0.3769 -1.8617 -2.5 0.4 -0.6 0.373
O -1.0190 -0.3496 -1.3477 1.7 0.1 -0.5 -0.800
C -2.8810 0.8664 -2.1546 0.9 -0.9 0.7 -0.329
C -4.2303 0.8951 -2.4230 -0.6 -0.7 -0.3 -0.195
H -6.8122 0.7557 -2.7543 0.0 -0.3 0.0 0.205
H -6.7741 -0.8045 -3.6190 0.0 0.2 0.2 0.203
H -6.9392 -0.7783 -1.8505 0.0 0.2 -0.3 0.203
H -4.8375 -2.4663 -2.6396 0.2 0.3 0.2 0.197
H -2.3769 -2.5036 -2.0887 -0.2 -0.2 0.0 0.191
H -2.2815 1.7674 -2.0395 -0.2 0.0 0.0 0.201
H -4.7374 1.8636 -2.5679 0.2 -0.5 0.1 0.195
C 6.9296 -1.1713 -1.0864 -0.1 -0.1 0.0 -0.260
O 5.7825 -1.9805 -1.3778 -0.6 0.4 0.2 -0.477
C 4.5338 -1.5507 -1.0701 -0.4 -0.3 -0.1 0.391
C 3.4714 -2.4498 -1.4095 1.0 0.0 0.1 -0.284
C 2.1805 -2.1353 -1.0717 -0.5 0.0 0.4 -0.075
C 1.8602 -0.9453 -0.3471 0.9 0.0 -1.0 -0.234
C 0.5326 -0.8116 0.1465 -0.2 -1.4 0.7 0.203
C 0.1944 0.0707 1.2155 -0.5 0.8 1.1 -0.119
C -1.1799 0.3558 1.4619 0.0 -0.4 -0.3 -0.118
C -1.5835 1.1588 2.4953 0.4 0.5 0.9 -0.262
C -0.6023 1.7496 3.3567 -0.1 -0.1 -0.6 0.372
O -1.0704 2.6469 4.2587 0.5 -0.3 -0.2 -0.481
C -0.1376 3.4828 4.9621 -0.2 -0.2 0.0 -0.259
C 0.7643 1.4015 3.2120 -0.8 0.3 0.2 -0.329
C 1.1360 0.5825 2.1584 -0.3 -0.3 -0.4 -0.156
C 2.9252 -0.0214 -0.1276 -0.5 -0.3 0.0 -0.028
C 4.2380 -0.3169 -0.4472 0.3 -0.6 -0.1 -0.358
H 7.7436 -1.7273 -1.5517 0.0 0.2 0.1 0.211
H 6.8667 -0.1667 -1.5278 -0.1 -0.3 0.0 0.188
H 7.1067 -1.0922 -0.0047 -0.1 0.0 -0.2 0.186
H 3.7357 -3.4225 -1.8683 -0.2 0.8 0.2 0.240
H 1.3572 -2.8320 -1.3038 0.5 0.4 0.1 0.233
H -0.1376 -1.6726 -0.0427 0.6 0.9 0.1 0.263
H -1.9245 -0.0779 0.7835 0.4 0.3 0.2 0.264
H -2.6539 1.3411 2.6851 0.7 0.1 -0.1 0.239
H -0.7901 4.1491 5.5240 0.3 0.0 0.1 0.209
H 0.4950 2.9040 5.6518 -0.2 0.1 -0.2 0.180
H 0.5005 4.0678 4.2807 -0.3 -0.3 0.1 0.188
H 1.5010 1.7407 3.9497 -0.3 -0.1 -0.5 0.227
H 2.1734 0.2718 2.0997 -0.2 0.0 0.1 0.216
H 2.7184 0.9268 0.3568 0.0 -0.1 -0.3 0.218
H 5.0481 0.3566 -0.1550 -0.4 -0.1 -0.3 0.229
```
Positions in Å, forces in eV/Å.